# 1
Below is C18H24N5NaS as an isolated structure, with properties calculated with ωB97M-V/def2-TZVPD.

Structure (ORCA input):
```
! wB97M-V def2-TZVPD RIJCOSX def2/J DEFGRID3
* xyz 0 1
Na 0.9565 0.5086 -0.6451
C 2.0024 3.0464 0.7122
C 2.3471 1.7924 1.5270
N 1.1433 1.2155 2.1070
C 0.9687 -0.2136 2.3019
C -0.4490 -0.5870 1.9001
C -1.3761 -1.2279 2.6988
C -2.6735 -1.3644 2.2052
C -3.0038 -0.8515 0.9652
C -1.9962 -0.2456 0.2112
C -2.2458 0.3508 -1.1667
N -1.1464 1.1350 -1.6948
C -1.1342 2.5749 -1.4432
C -0.3164 3.0375 -0.2336
N 1.1109 2.7840 -0.4167
N -0.7716 -0.1606 0.6828
H 2.9352 3.4548 0.3187
H 1.5798 3.8132 1.3776
H 3.1029 2.0556 2.2804
H 2.8254 1.0593 0.8677
H 0.8174 1.7414 2.9048
H 1.1738 -0.5483 3.3260
H 1.6718 -0.7511 1.6570
H -1.1115 -1.5865 3.6848
H -3.4305 -1.8490 2.8088
H -4.0160 -0.9133 0.5864
H -3.1798 0.9306 -1.1179
H -2.4329 -0.4796 -1.8521
H -0.9633 0.9384 -2.6689
H -2.1594 2.9523 -1.3212
H -0.7272 3.0540 -2.3379
H -0.6356 2.4972 0.6596
H -0.5265 4.1037 -0.0574
H 1.4445 3.2525 -1.2489
C -0.8825 -2.9320 -1.6268
C 0.3215 -2.5144 -2.1789
C 1.5024 -2.6683 -1.4615
C 1.4696 -3.2182 -0.1864
C 0.2621 -3.6221 0.3691
C -0.9142 -3.4860 -0.3542
H -1.7984 -2.8326 -2.1976
H 0.3515 -2.0687 -3.1658
H 2.4359 -2.3364 -1.8919
H 2.3903 -3.3393 0.3717
H 0.2396 -4.0544 1.3621
H -1.8544 -3.8110 0.0738
S 1.4851 0.7581 -4.1548
C 2.3415 0.4157 -2.7796
N 2.8661 0.1902 -1.7584
*
```

Results
Electronic energy ... -41759.5492 eV
ΔE to the lowest compared entry with this formula, charge and spin ... 13.6 kcal per mole
Kohn-Sham gap ... 7.57 eV
Lowest unoccupied orbital energy ... 0.08 eV
HOMO level ... -7.49 eV

---

# 2
Below is C18H25AsN5PtS as an isolated structure, with properties calculated with ωB97M-V/def2-TZVPD.

Structure (ORCA input):
```
! wB97M-V def2-TZVPD RIJCOSX def2/J DEFGRID3
* xyz 1 1
Pt -0.4248 -0.2232 -0.1690
N -0.9625 -0.0529 4.3932
C -0.9078 -0.8560 3.3267
N -0.7216 -0.1258 2.2476
C -0.6654 1.1400 2.7337
N -0.8109 1.2372 4.0320
C -0.4324 2.2880 1.8360
C -0.2827 3.5852 2.3086
N -0.0696 4.6050 1.4855
C -0.0249 4.3297 0.1856
C -0.1809 3.0389 -0.2971
N -0.3746 2.0182 0.5322
H -1.1155 -0.2903 5.3597
H -1.0033 -1.9291 3.3678
H -0.3415 3.7907 3.3701
H 0.1445 5.1560 -0.4935
H -0.1577 2.8174 -1.3568
C 3.2035 -1.3609 1.1213
C 3.1089 -0.3041 0.0251
As 1.6300 -0.6236 -1.1661
C 1.9709 0.5365 -2.6757
C 0.8304 0.5463 -3.6872
C 1.8694 -2.4170 -1.8395
C 3.2275 -2.6362 -2.4993
H 3.9523 -1.0795 1.8610
H 3.4850 -2.3338 0.7177
H 2.2486 -1.4763 1.6388
H 4.0154 -0.2533 -0.5793
H 2.9431 0.6855 0.4540
H 2.9059 0.2127 -3.1345
H 2.1418 1.5317 -2.2595
H 0.6653 -0.4417 -4.1193
H 1.0544 1.2329 -4.5034
H -0.1087 0.8475 -3.2228
H 1.0515 -2.5982 -2.5354
H 1.7155 -3.0844 -0.9923
H 3.3239 -2.0673 -3.4240
H 3.3522 -3.6892 -2.7504
H 4.0546 -2.3564 -1.8450
S -1.3339 -1.7704 -1.5341
C -2.6861 -1.2378 -0.5550
C -3.3854 -2.1199 0.2860
C -4.4271 -1.6535 1.0589
C -4.7738 -0.2979 1.0394
C -4.0809 0.5861 0.2391
C -3.0454 0.1195 -0.5744
H -3.0942 -3.1617 0.3141
H -4.9776 -2.3410 1.6884
H -5.6000 0.0555 1.6426
H -4.3603 1.6315 0.2126
H -2.5449 0.7896 -1.2641
*
```

Results
Electronic energy ... -101437.5955 eV
ΔE to the lowest compared entry with this formula, charge and spin ... 0.0 kcal per mole
Kohn-Sham gap ... 7.04 eV
Lowest unoccupied orbital energy ... -3.49 eV
HOMO level ... -10.53 eV

---

# 3
Below is C18H25BN8O3Pt as an isolated structure at a distorted geometry, with properties calculated with ωB97M-V/def2-TZVPD.

Structure (ORCA input):
```
! wB97M-V def2-TZVPD RIJCOSX def2/J DEFGRID3
* xyz 2 3
C -2.0143 -1.6973 -0.3580
N -1.1888 -0.8815 -1.0857
N -1.7038 -0.5904 -2.2618
C -2.8815 -1.2424 -2.3613
C -3.1213 -1.9532 -1.1879
B -0.9958 0.2602 -3.3668
N -0.5770 1.6239 -2.7677
N 0.0649 1.7206 -1.5864
C 0.3122 3.0274 -1.3373
C -0.2050 3.7962 -2.4082
C -0.7614 2.8665 -3.2875
Pt 0.4509 -0.0998 -0.5415
N 0.2265 -0.4814 -3.9556
N 1.2748 -0.8909 -3.1780
C 2.1041 -1.5630 -4.0013
C 1.5878 -1.5914 -5.3336
C 0.3841 -0.8812 -5.2462
H 3.0174 -1.9878 -3.6269
H -0.3540 -0.6350 -5.9954
H 2.0217 -2.0407 -6.2071
H -1.8049 0.4383 -4.2403
H -1.2703 2.9878 -4.2332
H -3.4636 -1.1537 -3.2756
H -0.1839 4.8732 -2.5154
H -3.9757 -2.5742 -0.9504
H 0.8043 3.3434 -0.4338
H -1.7707 -2.0189 0.6289
H 2.1374 -0.0051 -1.3279
C 2.3232 0.4797 -0.2698
H 2.4709 1.4982 -0.3893
H 1.3508 0.4723 0.7233
H 2.9428 -0.1222 0.2885
C 1.9154 -1.9937 3.5200
C 1.4749 -0.8202 2.6558
C 0.1593 0.0016 2.9740
C -0.2271 -0.0586 4.5127
C -0.6978 -1.3821 5.1347
C 0.3577 1.5043 2.7084
O 1.1449 2.1600 3.3694
N -0.4400 2.1414 1.7830
C -1.2544 1.4945 0.8603
O -1.9500 2.1365 0.1028
N -1.1469 0.1310 0.7844
C -1.0473 -0.3168 2.0702
O -2.0874 -0.6935 2.6143
H 2.1263 -1.6624 4.5477
H 2.8701 -2.3851 3.1143
H 1.1863 -2.8181 3.4758
H 2.3328 -0.1209 2.6944
H 1.3935 -1.2788 1.6495
H 0.6363 0.3089 5.1097
H -1.0568 0.6592 4.6774
H 0.0755 -2.1586 5.2012
H -0.9930 -1.1880 6.1788
H -1.5688 -1.8093 4.6165
H -0.4053 3.1714 1.7340
*
```

Results
⟨S²⟩ ... 2.017
Electronic energy ... -41035.2420 eV
Kohn-Sham gap (alpha / beta) ... 5.51 / 3.91 eV
Lowest unoccupied orbital energy (alpha / beta) ... -9.55 / -11.15 eV
HOMO level (alpha / beta) ... -15.07 / -15.06 eV

---

# 4
Below is an isolated molecule of C18H25Br2N3O3 at a distorted geometry, with properties calculated with ωB97M-V/def2-TZVPD.

Structure (ORCA input):
```
! wB97M-V def2-TZVPD RIJCOSX def2/J DEFGRID3
* xyz 0 1
C 1.6701 -3.4788 -3.7040
C 0.3689 -3.1735 -3.0353
C -0.7809 -2.9053 -3.9606
C -0.6131 -1.4240 -4.3643
O 0.3663 -1.1193 -5.0227
N -1.4947 -0.5211 -3.8955
C -2.8304 -0.8565 -3.4147
C -2.8811 -0.8714 -1.8878
C -3.8998 0.0676 -4.0019
C -1.0599 0.8797 -3.7952
C 0.2650 0.9778 -3.0395
C -0.9650 1.5521 -5.1631
N 0.1296 -3.0512 -1.7902
N 1.0964 -3.2636 -0.8622
C 0.9207 -3.0769 0.4627
O 1.7949 -3.3637 1.2563
C -0.4256 -2.4743 0.8751
O -0.4364 -1.0629 0.7908
C 0.1630 -0.3290 1.7600
C 0.9692 -0.8233 2.7810
C 1.5163 0.0308 3.7227
C 1.2660 1.3892 3.6526
Br 2.0171 2.5629 4.9476
C 0.4721 1.9137 2.6458
C -0.0702 1.0499 1.7178
Br -1.1764 1.7328 0.3478
H 1.7857 -2.7687 -4.5238
H 2.5307 -3.3953 -3.0441
H 1.6442 -4.4829 -4.1267
H -1.7114 -3.1184 -3.4488
H -0.6853 -3.5143 -4.8592
H -3.0649 -1.8559 -3.7901
H -2.7988 0.1350 -1.4890
H -3.8205 -1.3001 -1.5487
H -2.0570 -1.4627 -1.4987
H -3.8173 0.1024 -5.0853
H -3.8313 1.0777 -3.6095
H -4.8803 -0.3257 -3.7452
H -1.8144 1.3899 -3.1938
H 1.0827 0.6005 -3.6460
H 0.4613 2.0165 -2.7892
H 0.2114 0.4010 -2.1193
H -0.2198 1.0472 -5.7702
H -0.6728 2.5911 -5.0370
H -1.9208 1.5198 -5.6794
H 2.0096 -3.6251 -1.1398
H -0.6653 -2.8061 1.8917
H -1.1943 -2.8058 0.1743
H 1.2023 -1.8744 2.8330
H 2.1414 -0.3669 4.5064
H 0.2743 2.9728 2.5878
*
```

Results
Structure (SMILES) ... C/C(CC(=O)N(C(C)C)C(C)C)=N\NC(=O)COc1ccc(Br)cc1Br
Electronic energy ... -169769.3694 eV
Kohn-Sham gap ... 9.17 eV
Lowest unoccupied orbital energy ... 0.59 eV
HOMO level ... -8.58 eV